Entry from OMol25: C7H11NO as an isolated structure in a non-equilibrium geometry (ωB97M-V/def2-TZVPD).

The value obtained for the max |F| is 3.0 eV/A. The LUMO energy comes out at 0.43 eV. The value obtained for the relative energy (zero: lowest compared OMol25 entry of this formula, charge and spin) is 414.7 kJ/mol.

Atoms and positions in Å:
C -0.86881 -0.00513 -0.00602
C -1.30324 -0.79265 -1.24735
C -1.31046 -0.72066 1.27568
C -1.42796 1.41753 -0.04823
N 0.61366 0.13436 -0.00572
C 1.40336 -0.85380 0.02450
C 3.02958 0.76551 0.00823
C 4.24097 0.69836 0.01362
O 1.85442 -1.92109 0.05702
H 1.70588 0.98246 -0.03198
H -0.95989 -0.29639 -2.15525
H -0.89590 -1.80462 -1.23044
H -2.39064 -0.87023 -1.28209
H -0.90318 -1.73187 1.31884
H -2.39806 -0.79631 1.30855
H -0.97231 -0.17335 2.15576
H -1.10341 1.98545 0.82382
H -2.51769 1.38495 -0.05046
H -1.09828 1.93484 -0.94936
H 5.30196 0.66265 0.02088

---

Entry from OMol25: a 2-piece molecular cluster, C5H7N2O3P overall in a non-equilibrium geometry (ωB97M-V/def2-TZVPD).

The value obtained for the max |F| is 5.8 eV/A. Its charge is -2. The LUMO energy comes out at 6.24 eV. The value obtained for the relative energy (zero: lowest compared OMol25 entry of this formula, charge and spin) is 362.8 kJ/mol.

Atoms and positions in Å:
C -2.30468 0.75171 2.62787
C -1.96182 -0.18264 1.64027
C -0.30034 1.13121 2.14066
C 0.09069 -0.44370 0.35020
C 0.59058 -0.43756 -2.17263
N -1.22353 1.55206 3.02080
N -0.71251 0.18013 1.25040
O 2.99005 0.97054 -2.81804
O 3.10302 -1.59154 -2.68480
O 0.99802 -0.48306 -3.69447
P 2.29213 -0.35055 -2.71839
H -3.20039 0.72723 3.18886
H -2.32192 -0.83552 0.89493
H 0.62958 1.53521 2.03800
H -0.14547 -1.46672 0.13377
H 1.11775 -0.18936 0.56743
H 0.03920 0.46559 -1.89034
H 0.31965 -1.33301 -1.87453

---

Entry from OMol25: a 8-piece molecular cluster, C63H140N8O11 overall in a non-equilibrium geometry (ωB97M-V/def2-TZVPD).

As for the multiplicity: 2. The value obtained for the max |F| is 4.7 eV/A. Its charge is -1. The LUMO energy (alpha / beta) comes out at 1.93 / 1.92 eV.

Atoms and positions in Å:
C -2.59687 3.52493 -6.86951
C -1.89852 4.63949 -6.03043
C -1.75858 4.31029 -4.52492
C -0.67638 5.04103 -3.72042
C 0.61117 4.89943 -4.47063
C 0.54357 5.58272 -5.86372
N -0.54427 4.83844 -6.58782
O -0.58832 5.00289 -7.92330
C 0.26627 7.10356 -5.81477
C 1.95320 5.33765 -6.46997
C -2.75739 5.83705 -6.19979
H -3.46173 3.05567 -6.40057
H -1.86784 2.73056 -7.02952
H -2.92007 3.84979 -7.85850
H -2.66156 4.66227 -4.02609
H -1.74532 3.22044 -4.53771
H -0.61559 4.70522 -2.68522
H -0.87657 6.08185 -3.46604
H 0.67764 3.86261 -4.80031
H 1.41061 5.00306 -3.73697
H 1.19181 7.63328 -6.04033
H -0.42619 7.39790 -6.60342
H -0.09319 7.52442 -4.87575
H 2.80701 5.49916 -5.81193
H 2.11309 4.29747 -6.75380
H 2.04941 5.90356 -7.39657
H -2.84563 6.22227 -7.21562
H -2.39868 6.68447 -5.61557
H -3.72333 5.49820 -5.82531
H -0.17678 4.19196 -8.23094
C -1.14600 -8.28858 -2.69073
C -2.37680 -7.40766 -3.37992
C -3.51502 -7.72074 -2.44740
C -4.72790 -6.76837 -2.70134
C -4.43185 -5.28890 -2.56127
C -3.08129 -4.93485 -3.41012
N -2.03210 -5.98258 -3.41010
O -0.90682 -5.64054 -4.10417
C -3.56982 -4.58523 -4.86230
C -2.52976 -3.69345 -2.75125
C -2.84727 -7.85263 -4.77718
H -1.06261 -9.30130 -3.08514
H -1.07352 -8.23902 -1.60427
H -0.21929 -7.76221 -2.91933
H -3.79197 -8.77152 -2.53252
H -3.12633 -7.50000 -1.45327
H -5.56243 -7.09918 -2.08311
H -5.21084 -7.02194 -3.64504
H -4.36721 -4.75609 -1.61257
H -5.25733 -4.84542 -3.11806
H -4.14992 -3.66288 -4.89153
H -2.79934 -4.45355 -5.62199
H -4.09768 -5.39348 -5.36848
H -2.10988 -3.95750 -1.78064
H -1.60449 -3.33373 -3.20134
H -3.15031 -2.80442 -2.63888
H -2.04607 -7.80966 -5.51497
H -3.71678 -7.40634 -5.25974
H -3.14631 -8.89734 -4.69200
H -0.31397 -5.60476 -3.34996
C 4.28136 -0.12046 -1.41237
C 3.83125 -1.60483 -1.21752
C 2.95700 -2.03264 -2.41797
C 3.75818 -2.28392 -3.65541
C 4.82537 -3.34292 -3.39984
C 5.81340 -3.04918 -2.19122
N 5.00940 -2.48896 -0.99371
O 5.83659 -2.03112 0.00567
C 6.36382 -4.46671 -1.68890
C 6.78982 -1.99024 -2.67579
C 2.96859 -1.64590 0.02916
H 5.14515 0.11837 -0.79194
H 3.44799 0.45704 -1.01226
H 4.64935 0.24292 -2.37187
H 2.43476 -2.94687 -2.13590
H 2.26303 -1.23387 -2.67964
H 4.34790 -1.39998 -3.89826
H 3.16815 -2.54380 -4.53429
H 5.48879 -3.36634 -4.26438
H 4.22767 -4.23258 -3.20144
H 7.44385 -4.55637 -1.80559
H 6.18670 -4.72523 -0.64492
H 6.07577 -5.33918 -2.27536
H 7.52932 -2.18529 -3.45244
H 6.30063 -1.08347 -3.03153
H 7.41787 -1.75999 -1.81518
H 3.56718 -1.59989 0.93893
H 2.43773 -2.58994 0.15189
H 2.11187 -0.98114 0.13968
H 5.57166 -2.63285 0.70520
C -1.08622 6.05464 6.03451
C -1.06207 5.84744 4.47758
C -1.73933 4.43697 4.03199
C -3.28069 4.56771 4.08945
C -3.74330 5.57168 3.11110
C -3.03926 6.99320 3.29299
N -1.56660 6.93209 3.60740
O -0.89480 8.20666 3.74213
C -3.15735 7.76207 2.03579
C -3.78115 7.72063 4.46891
C 0.45419 5.78929 4.21432
H -2.05893 5.84697 6.48039
H -0.79118 7.00581 6.47758
H -0.39686 5.31513 6.44195
H -1.27820 4.15257 3.08617
H -1.44473 3.59443 4.65765
H -3.76249 4.76697 5.04667
H -3.79568 3.63485 3.85997
H -4.82088 5.70484 3.01524
H -3.52254 5.13893 2.13535
H -4.17348 7.75486 1.64143
H -2.94585 8.81773 2.20593
H -2.53044 7.34310 1.24868
H -4.69690 8.22326 4.15771
H -3.90277 7.20912 5.42372
H -3.13696 8.58399 4.63544
H 0.80355 5.48770 3.22685
H 0.82627 5.00432 4.87271
H 0.87548 6.77481 4.41276
H -0.25398 8.07720 3.03914
C 2.90775 -7.60035 -0.71646
C 2.05345 -6.47697 -0.05753
C 0.75458 -7.00042 0.63192
C 0.72490 -7.36654 2.19038
C 1.35010 -6.13974 2.87116
C 2.81504 -5.83910 2.40176
N 2.79971 -5.62841 0.94912
O 4.00034 -5.18617 0.42889
C 3.27948 -4.41304 3.01177
C 3.80075 -6.98435 2.81544
C 1.53602 -5.45156 -1.20388
H 2.90454 -8.56618 -0.21121
H 3.91716 -7.22074 -0.87485
H 2.57264 -7.89400 -1.71123
H -0.09723 -6.33790 0.47835
H 0.39234 -7.91085 0.15443
H 1.28405 -8.26573 2.44905
H -0.27646 -7.44148 2.61438
H 1.35654 -6.35649 3.93938
H 0.74717 -5.23298 2.82262
H 3.35232 -4.57542 4.08715
H 4.26135 -3.98908 2.80133
H 2.62001 -3.54994 2.92095
H 4.82317 -6.72443 2.54122
H 3.82589 -7.19077 3.88542
H 3.62455 -7.87848 2.21745
H 2.49667 -5.23254 -1.67003
H 0.94863 -4.58153 -0.91043
H 0.90024 -6.04304 -1.86269
H 3.87581 -4.32644 0.02028
C 10.68197 4.63197 6.03935
O 9.67934 4.65646 5.06167
C 8.32372 4.11918 5.20614
C 7.39330 4.27798 3.96971
N 6.05605 4.10654 4.26942
C 5.33014 4.28500 3.03809
C 4.11603 3.43645 3.02905
O 4.57646 2.14995 2.74683
C 3.54341 1.08562 2.57123
H 10.57243 5.58207 6.56225
H 11.73213 4.48484 5.78712
H 10.53600 3.75939 6.67607
H 7.97169 4.65906 6.08518
H 8.32037 3.05882 5.45857
H 7.81863 3.54760 3.28142
H 7.54451 5.30613 3.64086
H 5.87140 3.12748 4.43508
H 5.81372 4.07932 2.08313
H 4.93454 5.29823 3.10858
H 3.51386 3.74282 2.17369
H 3.52236 3.70089 3.90411
H 4.17638 0.19828 2.57957
H 3.03495 1.12140 1.60776
H 2.84779 0.91826 3.39355
C -4.90031 -1.28160 1.58719
O -5.46214 -0.17364 2.27371
C -5.91005 0.90248 1.53856
C -6.49347 1.93803 2.58434
N -7.48223 1.37339 3.39314
C -8.80921 1.31605 2.72781
C -9.91312 0.53117 3.51854
O -9.58697 -0.85449 3.58513
C -9.45720 -1.65561 2.37698
H -3.93532 -1.24612 1.08158
H -5.51965 -1.81018 0.86253
H -4.78627 -2.01898 2.38178
H -6.70814 0.52277 0.90062
H -5.08159 1.37724 1.01286
H -6.73446 2.92425 2.18760
H -5.68125 2.13769 3.28329
H -7.26703 0.57187 3.96878
H -8.67723 1.06088 1.67635
H -9.15199 2.34575 2.82946
H -10.87216 0.44532 3.00768
H -10.05785 0.92469 4.52467
H -8.44934 -1.60099 1.96548
H -10.26098 -1.43892 1.67336
H -9.58327 -2.68156 2.72287
C 1.01345 2.49186 -1.93225
O 0.14800 1.80029 -1.02304
C -0.41864 2.65804 -0.06522
C -1.48739 1.88906 0.74022
N -0.69613 0.81986 1.34070
C -1.35947 -0.01498 2.49521
C -0.48083 -1.20696 2.98450
O -0.26949 -2.35325 2.13949
C -1.40886 -2.85860 1.42424
H 1.55822 1.66482 -2.38758
H 1.60756 3.35243 -1.62474
H 0.37972 2.59090 -2.81354
H -0.76158 3.60352 -0.48542
H 0.29403 2.91143 0.71963
H -2.36457 1.45346 0.26179
H -1.82468 2.59021 1.50359
H -0.45755 0.17827 0.59804
H -2.28480 -0.47051 2.14256
H -1.58576 0.77785 3.20817
H -0.88436 -1.68312 3.87811
H 0.51449 -0.79863 3.15968
H -1.56449 -2.39729 0.44901
H -2.37214 -2.86780 1.93425
H -1.34338 -3.93186 1.24555

---

Entry from OMol25: a 2-piece molecular cluster, C4H11N2O overall in a non-equilibrium geometry (ωB97M-V/def2-TZVPD).

The value obtained for the max |F| is 6.6 eV/A. Its charge is +1. The LUMO energy comes out at -4.03 eV. The value obtained for the relative energy (zero: lowest compared OMol25 entry of this formula, charge and spin) is 230.4 kJ/mol.

Atoms and positions in Å:
C 2.85197 0.46405 0.00155
C -0.94889 1.18284 -0.63174
C -2.61797 -0.68170 0.22061
C -1.18699 -0.20023 -0.06761
N 1.93034 0.44208 0.91189
N -0.16844 -0.94026 0.25167
O 3.20786 -0.65399 -0.52312
H 3.34308 1.32965 -0.48913
H -1.35646 1.89531 -0.07027
H -1.41466 1.11822 -1.64374
H 0.10535 1.15725 -0.96646
H -2.59636 -1.72408 0.07216
H -3.05370 -0.46736 1.16876
H -3.40798 -0.52419 -0.54662
H 1.76893 1.37262 1.27450
H 0.77664 -0.53939 0.54224
H -0.35036 -1.93109 0.40236
H 3.11764 -1.29973 0.09296

---

Entry from OMol25: an isolated ion of composition CH6N4O and charge +2 in a non-equilibrium geometry (ωB97M-V/def2-TZVPD).

The value obtained for the max |F| is 6.6 eV/A. Its charge is +2. The SMILES is [H]/N=[NH+]/O/C=[NH+]/N. The LUMO energy (alpha / beta) comes out at -11.25 / -11.25 eV. The value obtained for the relative energy (zero: lowest compared OMol25 entry of this formula, charge and spin) is 215.3 kJ/mol.

Atoms and positions in Å:
C -0.02277 0.14656 -0.25580
N -1.16215 0.55409 0.15503
N 1.77099 -0.94355 0.01403
N -2.29315 0.03386 -0.06309
N 2.13231 0.21873 0.04565
O 1.10138 0.95333 0.01537
H -0.09376 -0.64554 -1.04942
H -1.12554 1.22715 0.96807
H 2.33544 -1.79199 -0.04826
H -3.12003 0.08884 0.66601
H -2.47841 -0.75772 -0.70828
H 2.95568 0.91623 0.26069

---

Entry from OMol25: a 6-piece molecular cluster, C23H37NO15 overall in a non-equilibrium geometry (ωB97M-V/def2-TZVPD).

The value obtained for the max |F| is 9.2 eV/A. The SMILES is C[C@H]1COC(=O)O1.C[C@H]1COC(=O)O1.C[C@H]1COC(=O)O1.C[C@H]1COC(=O)O1.COC(=O)OC.CCCC#N. The LUMO energy comes out at -0.08 eV. The value obtained for the relative energy (zero: lowest compared OMol25 entry of this formula, charge and spin) is 251.8 kJ/mol.

Atoms and positions in Å:
C -2.28585 -3.23053 -0.64972
C -0.78465 -3.45605 -0.56038
C -0.01237 -2.12580 -0.42503
O 0.37053 -2.08800 0.91017
C 0.12928 -3.22501 1.46962
O 0.41198 -3.44794 2.66842
O -0.33939 -4.07673 0.61129
H -2.35481 -2.53122 0.23748
H -2.71168 -4.09225 -0.22658
H -2.63878 -2.92404 -1.60872
H -0.64356 -4.06889 -1.48207
H -0.63739 -1.25572 -0.70150
H 0.91606 -2.03938 -1.01974
C -3.19266 -0.72853 2.26752
C -2.84378 0.77524 1.74217
C -2.62665 1.73047 2.90253
O -1.26851 2.13373 2.68430
C -0.78636 1.53950 1.62192
O 0.28699 1.70020 1.07159
O -1.62082 0.81241 1.07391
H -3.55327 -1.40020 1.49847
H -3.95704 -0.79013 3.09585
H -2.34651 -1.25852 2.67007
H -3.59136 1.16732 1.02734
H -2.62143 1.22944 3.89852
H -3.27945 2.59680 2.62784
C 3.58870 0.18797 -2.17446
C 4.28960 -0.90915 -1.21427
C 4.57096 -0.39976 0.22187
O 4.12648 -1.48611 1.01050
C 3.51475 -2.44857 0.27529
O 2.94293 -3.49593 0.63280
O 3.47269 -2.12417 -0.96602
H 2.82046 0.68099 -1.64390
H 3.14334 -0.29042 -3.14263
H 4.28145 0.95215 -2.45958
H 5.19348 -1.27287 -1.62906
H 3.83406 0.40585 0.56232
H 5.62225 -0.27896 0.50565
C 2.47073 2.26044 3.84228
C 1.70879 0.99130 4.20216
C 2.16599 -0.19891 3.31485
O 2.99010 -0.89621 4.14649
C 2.74679 -0.56805 5.34856
O 3.22848 -1.12821 6.37043
O 2.04431 0.47824 5.50638
H 3.46864 2.18179 4.39281
H 1.98136 3.22928 4.00600
H 2.92242 2.08270 2.85327
H 0.63646 1.24808 4.14185
H 2.68470 -0.03276 2.42859
H 1.37497 -0.84493 3.03330
C 0.33891 -0.77569 -4.22819
O 0.03947 -0.01882 -3.09015
C 0.03888 1.37031 -3.09110
O 0.00147 2.16154 -4.30192
O 0.00872 1.90857 -1.85969
C -0.03866 3.24555 -1.68536
H -0.52091 -1.35961 -4.48824
H 1.16379 -1.47223 -4.04222
H 0.44384 -0.21440 -5.17043
H 0.62217 3.83263 -2.34962
H 0.36693 3.40205 -0.64217
H -1.04006 3.63163 -1.75599
C -3.02997 0.36090 -1.83196
C -3.84529 1.51491 -2.26596
C -3.51894 2.14203 -3.60461
C -3.47714 1.15280 -4.71977
N -3.46786 0.35443 -5.56859
H -3.53093 -0.16191 -1.03095
H -2.06690 0.60110 -1.46838
H -2.80541 -0.36007 -2.65567
H -3.70876 2.28991 -1.57770
H -4.90324 1.26862 -2.26900
H -2.70565 2.86294 -3.58676
H -4.20786 2.99282 -3.68631

---

Calculated values (eV) of DFT total energy for the records, taken in order: -10970.978, -23707.789, -102025.552, -9346.469, -9116.542, -56648.429.